# 1
{"formula": "C51H58F2N3O15PS", "method": "ωB97M-V/def2-TZVPD", "smiles": "C=C[C@@](CCN(CC)C(C)=O)(COCOCCO)O[C@H](O)[C@](CCCCCOC)(NP(O)(O)=S)N(C(=O)F)C(=O)F.O=C1c2ccccc2C(=O)c2ccccc21.O=C1c2ccccc2C(=O)c2ccccc21", "gap_ev": 7.87, "symbols": ["C", "O", "H", "H", "C", "C", "O", "H", "H", "C", "H", "F", "H", "C", "H", "H", "S", "O", "H", "H", "C", "O", "C", "H", "C", "C", "H", "H", "H", "H", "H", "H", "H", "C", "H", "H", "H", "H", "C", "C", "H", "H", "C", "H", "H", "H", "H", "O", "C", "H", "C", "C", "C", "C", "H", "H", "C", "H", "C", "C", "H", "O", "H", "H", "C", "H", "H", "C", "O", "C", "H", "O", "C", "C", "O", "H", "C", "C", "C", "C", "H", "C", "C", "F", "P", "C", "H", "C", "C", "C", "H", "H", "C", "C", "H", "H", "C", "O", "C", "C", "H", "C", "C", "H", "N", "H", "H", "O", "H", "H", "H", "C", "C", "H", "H", "O", "H", "H", "O", "O", "C", "N", "C", "O", "C", "C", "C", "H", "N", "H", "C"], "coordinates": [[-5.163, -1.759, 2.366], [-2.666, -0.233, 1.744], [4.628, 6.119, -0.767], [-0.925, -7.598, 0.078], [3.678, 0.757, 7.587], [-3.326, -1.907, -0.025], [-2.260, -3.270, -5.067], [2.095, 2.454, -2.427], [-2.497, -2.314, -0.613], [1.285, 1.514, -0.670], [2.407, -4.841, 2.805], [-2.992, 1.975, -1.911], [-2.726, -1.293, -5.456], [1.465, -4.310, 2.926], [-3.521, 2.384, -5.987], [-5.524, -1.119, 1.570], [-2.866, 4.055, 4.804], [-0.481, 0.219, 2.012], [-0.290, 1.815, 4.161], [-5.853, -2.101, 3.126], [6.313, -0.550, 5.202], [-3.841, -0.744, -0.633], [0.512, 1.598, 4.852], [0.644, -6.151, 2.138], [4.041, 0.320, 4.707], [4.956, 0.209, 7.045], [1.504, -3.377, 2.369], [-3.539, -2.712, 3.257], [0.019, 2.768, 1.196], [-1.484, -3.025, -5.575], [1.387, 4.411, -1.079], [-2.460, 5.702, 1.925], [-1.398, 1.956, -4.787], [-0.490, 0.956, -6.446], [2.546, -1.632, -9.300], [1.884, 0.989, 3.313], [3.154, 0.049, -4.690], [0.324, 0.507, 1.565], [1.853, -0.058, -6.383], [1.684, -0.526, -7.688], [-1.075, -2.093, 2.572], [-2.093, -4.295, 2.527], [1.357, 1.498, 7.102], [-2.051, -2.200, -2.912], [1.226, 1.636, 8.167], [5.848, 0.093, 8.982], [-4.096, -2.681, 0.010], [-0.011, -5.341, -0.859], [2.690, -1.270, -8.292], [2.265, 3.796, 0.326], [3.813, 5.564, -0.306], [-1.592, 0.428, 1.162], [-2.833, -1.623, 1.426], [-1.832, 0.772, -8.440], [-2.670, 1.778, 3.033], [-1.370, 0.031, 0.171], [-1.526, -2.401, 1.629], [4.639, -2.124, -8.070], [-1.528, 1.626, -5.809], [0.325, 1.776, 6.219], [1.579, 1.449, 0.382], [-2.749, 4.780, 1.893], [-1.938, 0.437, -9.462], [4.155, 5.141, 0.644], [-3.062, 2.856, -0.909], [7.973, -0.856, 8.135], [8.259, -1.276, 5.715], [2.758, 0.845, 5.251], [4.200, 0.166, 3.513], [-1.442, -6.714, 0.444], [-0.311, 4.581, 3.974], [0.306, -0.609, -9.601], [0.283, -5.162, 2.428], [-2.862, 1.444, -7.802], [-0.569, 4.491, 3.045], [-1.037, 3.732, 0.209], [-4.391, 2.375, 1.006], [0.781, 0.719, -5.703], [7.334, -0.856, 6.086], [3.031, -0.325, -5.697], [-1.711, -6.823, 1.493], [5.123, -0.014, 5.677], [-1.689, -3.921, 1.583], [-5.085, 3.382, 0.469], [-2.067, 3.921, 3.041], [2.291, 2.443, -1.355], [-4.622, -0.077, -2.370], [-0.757, 2.706, 0.433], [7.172, -0.622, 7.447], [-2.904, -1.665, -3.340], [2.990, 6.262, -0.120], [-2.704, -0.595, -3.243], [-1.920, 1.958, 1.102], [1.724, 1.135, 4.372], [1.354, 0.540, -1.152], [-0.813, 1.262, -1.226], [4.031, -1.064, -6.305], [-2.976, 4.014, -1.126], [-0.646, 0.519, -7.762], [-4.589, -1.007, -1.802], [-2.421, -4.193, 0.816], [-3.033, -2.107, -4.794], [-0.556, -5.511, 0.202], [-0.416, -5.323, 3.255], [-2.040, 2.366, 2.495], [-2.359, -6.575, -0.129], [3.295, 2.061, -1.156], [-4.073, -2.024, -2.598], [4.947, -1.273, -5.769], [-0.826, -2.152, 0.831], [-3.785, 1.639, -8.331], [2.277, 3.846, -0.772], [2.576, 1.035, 6.623], [-4.079, -2.339, -4.992], [6.428, -0.724, 4.141], [0.924, 1.136, -4.573], [-0.628, 2.133, 6.588], [1.354, -4.068, 3.983], [3.433, 4.543, -1.201], [-4.821, 1.741, 1.911], [-3.875, -2.093, 2.431], [-0.400, -4.562, 1.272], [-2.712, 1.866, -6.485], [3.543, 0.967, 8.774], [0.439, -0.236, -8.455], [3.858, -1.540, -7.600], [5.987, -0.091, 7.926], [-0.129, 2.793, -1.613], [-3.198, 2.162, 0.326], [-5.610, -1.293, -1.529], [-0.163, 2.036, -0.826]], "mulliken_charge": [-1.166, -0.354, 0.289, 0.376, 0.583, -1.631, -0.564, 0.133, 0.272, -0.586, 0.368, -0.079, 0.007, -1.205, 0.455, 0.158, -0.408, -0.317, 0.970, 0.350, -0.521, 0.380, 0.104, 0.496, 0.471, 0.134, 0.234, 0.309, 0.990, 0.308, 0.274, 0.352, 0.693, 0.257, 0.494, 0.814, 0.558, 0.139, 0.200, 0.336, 0.604, 0.345, -0.798, 0.214, 0.479, 0.477, 0.738, -0.586, -0.638, 0.250, -0.760, -0.677, 2.511, -0.688, 0.473, 0.397, -1.572, 0.399, -0.594, -1.013, -0.010, -0.454, 0.491, 0.308, 0.028, 0.398, 0.404, -0.134, -0.684, -1.079, 0.370, -0.678, -0.414, -0.517, -0.532, 1.059, 0.359, 0.297, -0.508, -0.492, 0.318, 0.125, -1.267, -0.331, 0.415, -0.891, 0.429, -2.521, -0.478, 0.455, 0.305, -0.031, 0.736, -0.756, 0.317, 0.120, -0.626, -0.489, 0.501, -0.732, 0.531, -0.448, 0.437, 0.304, -0.003, 0.339, 0.471, -0.478, 0.422, 0.211, 0.405, -0.291, 0.270, 0.267, 0.481, -0.597, 0.455, 0.314, -0.410, -0.398, -0.691, 0.413, -0.665, -0.663, 0.428, -0.475, -0.545, 0.836, 1.372, 0.130, -0.466]}



# 2
{"formula": "C51H59N5O17", "method": "ωB97M-V/def2-TZVPD", "relative_energy_kj_mol": 0.0, "smiles": "O=C1C=CC(=O)C=C1.O=C1C=CC(=O)C=C1.O=C1C=CC(=O)C=C1.O=C1C=CC(=O)C=C1.O=C1C=CC(=O)C=C1.O=C1C=CC(=O)C=C1.CNC(C)=O.CNC(C)=O.CNC(C)=O.CNC(C)=O.CNC(C)=O", "gap_ev": 7.59, "symbols": ["H", "C", "H", "C", "H", "C", "H", "N", "H", "H", "H", "H", "H", "H", "H", "H", "H", "H", "O", "C", "C", "O", "C", "C", "H", "O", "C", "O", "H", "H", "H", "O", "H", "H", "C", "H", "H", "H", "C", "N", "N", "H", "H", "H", "C", "H", "H", "H", "C", "H", "C", "H", "H", "H", "H", "C", "H", "C", "O", "C", "H", "H", "O", "O", "H", "O", "C", "C", "H", "H", "C", "N", "O", "C", "C", "O", "H", "C", "C", "H", "C", "C", "C", "C", "C", "C", "O", "H", "H", "H", "C", "H", "C", "C", "H", "H", "H", "C", "C", "H", "C", "H", "C", "H", "C", "C", "C", "H", "H", "C", "C", "C", "C", "C", "C", "O", "C", "C", "H", "H", "C", "C", "C", "H", "O", "O", "O", "N", "O", "H", "C", "H"], "coordinates": [[6.366, 12.035, 23.491], [12.025, 17.168, 23.281], [15.619, 16.585, 16.575], [12.562, 17.086, 22.055], [17.070, 12.908, 11.315], [14.791, 9.368, 15.277], [13.201, 11.517, 19.750], [13.419, 13.372, 18.573], [16.592, 5.840, 20.405], [16.156, 13.137, 19.190], [15.062, 15.623, 25.018], [17.720, 12.885, 17.418], [18.043, 18.199, 20.654], [19.270, 13.689, 17.393], [16.363, 13.106, 12.892], [13.391, 7.132, 12.975], [14.577, 12.494, 19.989], [6.740, 12.968, 22.010], [18.119, 16.393, 16.693], [17.445, 16.991, 17.523], [9.181, 12.097, 18.073], [15.583, 7.472, 14.082], [16.510, 8.950, 21.860], [15.953, 16.945, 17.523], [9.588, 14.653, 22.955], [14.595, 13.016, 22.656], [15.654, 14.794, 24.657], [18.890, 14.639, 19.903], [12.794, 14.191, 18.605], [20.389, 16.579, 12.637], [14.369, 10.584, 23.856], [9.008, 12.959, 21.131], [13.012, 13.052, 20.643], [8.968, 15.973, 18.343], [12.284, 8.674, 14.109], [12.432, 17.836, 24.031], [19.319, 17.424, 18.597], [15.782, 9.401, 15.736], [18.151, 18.953, 13.977], [14.409, 12.419, 10.777], [16.802, 13.810, 19.578], [17.254, 11.686, 12.603], [11.154, 11.513, 21.456], [16.605, 14.633, 25.214], [17.209, 16.676, 13.930], [16.126, 18.572, 14.433], [5.776, 11.411, 21.950], [14.950, 14.327, 11.390], [13.349, 8.015, 13.680], [17.412, 6.963, 22.384], [17.113, 18.152, 14.145], [10.214, 10.291, 20.556], [15.169, 14.639, 20.683], [9.112, 11.008, 17.897], [13.684, 11.902, 10.293], [10.220, 14.294, 17.904], [18.364, 15.036, 13.166], [16.399, 6.910, 20.530], [20.325, 19.093, 13.186], [15.516, 9.097, 19.633], [14.913, 13.207, 25.744], [19.032, 12.206, 18.383], [11.402, 10.157, 15.651], [15.096, 12.273, 17.439], [16.728, 15.550, 20.785], [15.484, 18.152, 20.757], [16.069, 17.877, 19.755], [7.878, 14.169, 18.617], [10.592, 14.563, 20.745], [13.244, 17.883, 21.855], [10.966, 15.240, 21.452], [14.874, 13.552, 24.809], [16.279, 15.926, 14.202], [19.463, 16.873, 13.092], [14.661, 8.257, 14.271], [15.031, 7.019, 18.530], [11.258, 8.357, 13.881], [16.611, 12.368, 12.108], [13.756, 10.070, 15.705], [7.966, 10.319, 22.585], [10.218, 10.922, 21.499], [13.522, 12.583, 19.742], [16.887, 7.537, 21.584], [15.355, 17.311, 18.622], [13.826, 11.399, 24.285], [15.919, 9.700, 20.755], [12.616, 16.025, 19.956], [14.899, 13.888, 15.646], [15.736, 10.800, 20.799], [13.085, 13.857, 15.826], [11.040, 16.178, 23.671], [10.295, 10.239, 22.371], [18.580, 13.147, 18.061], [15.344, 11.660, 11.502], [12.859, 11.594, 23.849], [13.561, 14.275, 10.317], [11.210, 12.365, 17.608], [14.512, 13.863, 10.486], [14.531, 12.698, 23.837], [14.074, 15.142, 16.552], [7.881, 12.723, 18.588], [18.228, 20.037, 14.087], [8.992, 11.828, 21.573], [13.703, 11.232, 25.345], [10.272, 12.784, 17.808], [6.583, 11.945, 22.428], [16.257, 14.573, 20.787], [15.066, 14.083, 9.596], [15.170, 9.686, 18.816], [14.252, 13.153, 17.532], [14.054, 14.044, 16.314], [8.943, 14.890, 18.309], [19.372, 18.313, 13.368], [17.553, 17.989, 19.716], [15.624, 7.597, 19.404], [10.761, 16.031, 24.864], [12.147, 16.053, 21.053], [12.403, 9.747, 15.131], [14.302, 17.227, 18.685], [6.991, 14.662, 19.046], [18.443, 16.097, 13.384], [18.231, 17.547, 18.683], [10.438, 15.269, 22.665], [13.965, 10.886, 16.361], [11.187, 15.029, 17.740], [15.195, 10.483, 11.637], [6.939, 12.073, 19.032], [7.890, 11.274, 22.236], [16.640, 9.506, 22.932], [16.525, 13.984, 21.646], [18.130, 13.888, 19.290], [15.864, 14.933, 23.638]], "mulliken_charge": [0.332, -0.585, 0.587, -0.502, 0.444, -0.838, 0.454, 2.221, 0.370, -0.497, 0.272, 0.121, 0.380, 0.285, 0.039, 0.320, -1.527, 0.217, -0.492, 0.385, -0.395, -0.610, 0.143, -0.376, 0.521, -0.304, -0.624, -0.692, -0.735, 0.464, 0.116, -0.519, -0.383, 0.450, -0.598, 0.489, 0.391, 0.520, -0.525, -0.175, 0.814, 0.447, -0.266, 0.308, 0.449, 0.362, 0.298, 0.114, -0.330, 0.359, -0.153, 0.232, 0.498, 0.520, 0.256, 0.162, 0.409, -0.413, -0.593, -0.076, 0.256, 0.327, -0.512, -0.789, 0.216, -0.519, -0.181, -0.358, 0.470, 0.451, -0.206, -0.172, -0.560, -0.577, 0.215, -0.512, 0.417, -0.913, 0.660, 0.229, -0.627, 0.798, -0.524, 0.075, -0.883, -0.029, -0.209, 0.504, 0.466, 0.360, 0.207, 0.488, -1.042, 0.511, 0.096, 0.350, 0.857, -0.708, 0.565, 0.109, 0.257, 0.459, 0.737, 0.434, -0.474, -0.795, -1.522, 0.289, 0.669, 0.700, -1.685, -0.235, 0.437, -0.068, -0.063, -0.606, 0.250, 0.593, 0.537, 0.366, -0.198, -0.621, -0.330, 0.136, -0.588, -0.619, -0.614, -0.251, -0.543, 0.674, 0.769, 0.058]}



# 3
{"formula": "C51H59N8OPtS6", "method": "ωB97M-V/def2-TZVPD", "charge": 3, "relative_energy_kj_mol": 260.8, "gap_ev": 6.11, "symbols": ["N", "N", "S", "N", "H", "C", "C", "H", "C", "C", "S", "C", "H", "C", "H", "H", "H", "H", "C", "H", "N", "H", "C", "H", "C", "H", "C", "C", "H", "H", "C", "H", "H", "S", "C", "S", "C", "H", "H", "C", "C", "H", "C", "C", "H", "H", "H", "H", "H", "H", "H", "H", "H", "H", "H", "H", "C", "H", "H", "H", "H", "H", "H", "C", "C", "S", "C", "C", "C", "H", "C", "C", "H", "H", "C", "H", "H", "C", "C", "C", "H", "N", "H", "C", "H", "C", "C", "H", "H", "C", "H", "N", "H", "H", "C", "C", "H", "Pt", "C", "C", "N", "H", "O", "H", "S", "N", "C", "C", "H", "H", "C", "H", "H", "C", "C", "C", "C", "C", "H", "C", "C", "H", "C", "H", "C", "C"], "coordinates": [[5.474, -0.919, -0.130], [-2.126, 1.492, 1.087], [0.355, -2.963, -3.051], [1.812, 1.206, -4.707], [5.398, -4.305, -2.311], [0.214, 2.774, 4.662], [-2.680, 0.442, 6.211], [3.122, -2.658, -1.415], [-4.676, -2.427, -2.613], [-1.801, -0.593, 4.225], [-0.024, 0.204, -3.082], [0.559, -4.730, -2.735], [-0.324, 3.086, 5.547], [-7.058, -0.155, 0.881], [-5.355, -3.171, -3.009], [-1.204, -1.118, 6.210], [5.093, -3.437, 0.622], [0.498, -4.878, -1.659], [-3.809, -0.177, -2.622], [2.601, 1.787, -4.947], [1.464, 2.337, -2.707], [1.526, -5.066, -3.106], [1.817, -1.065, 1.240], [-1.635, 5.024, -2.794], [-0.696, 4.682, 0.944], [0.392, -2.092, -5.265], [0.231, 2.137, 2.362], [2.770, 3.984, -4.011], [-4.279, -3.343, 0.961], [-4.556, -1.594, 2.662], [3.031, 3.805, -1.625], [-1.312, 2.765, -1.792], [1.570, 0.447, -5.318], [-2.631, 0.163, 1.704], [-2.698, -5.887, 2.541], [-0.583, 1.921, 0.786], [1.199, 1.329, -3.538], [-6.855, 1.572, -0.369], [-4.398, 1.786, 0.041], [-4.364, 0.074, 1.323], [-1.195, 3.666, -1.200], [2.119, 1.676, 1.475], [1.593, 2.611, 4.696], [-2.955, -1.795, -1.088], [-2.915, -6.753, 3.150], [-1.375, 7.038, -1.387], [1.000, 2.246, -1.802], [2.038, -2.129, 1.260], [-0.430, 4.592, 1.987], [6.118, -1.660, 0.108], [5.111, 1.106, 0.147], [5.089, 6.178, -2.881], [-4.155, 1.983, 5.912], [2.255, 3.734, -4.930], [4.423, 5.158, -0.727], [-8.122, -0.245, 0.707], [-2.944, -0.502, -1.591], [6.304, 1.057, -1.970], [2.710, -0.478, 1.434], [0.285, -3.862, -5.275], [-4.764, -5.345, 2.324], [6.572, -3.329, -1.424], [7.644, 0.135, -1.258], [3.976, 4.814, -1.650], [6.884, 0.892, -1.062], [-1.713, -2.174, 0.144], [-6.424, -1.054, 1.732], [-1.382, 4.923, -1.747], [-3.471, -3.968, 1.314], [-3.797, 0.818, -3.045], [3.732, 4.984, -4.030], [-1.385, -5.588, 2.204], [3.987, 5.459, -4.968], [3.369, 2.125, 3.592], [5.804, -4.096, -1.322], [-2.254, 0.230, -1.185], [2.130, 2.788, 5.618], [1.609, 1.988, 2.378], [-0.888, 5.936, 0.383], [2.293, 2.230, 3.558], [-0.095, -4.226, 1.125], [0.182, 1.155, -0.237], [-0.247, -5.266, -3.234], [-3.741, -5.089, 2.085], [-1.547, 2.692, 3.423], [4.692, -3.663, -0.369], [-0.478, 2.548, 3.482], [7.390, 1.818, -0.795], [-3.741, -3.794, -1.244], [-5.067, -0.936, 1.969], [-6.996, -1.833, 2.218], [3.953, -2.501, -0.855], [-5.377, -0.872, -3.908], [1.855, -3.069, -4.934], [5.971, 0.446, 0.075], [4.340, -1.240, -0.736], [6.506, 0.463, 1.024], [1.019, -0.716, -0.732], [-4.979, 0.989, 0.486], [-4.687, -1.133, -3.117], [-0.356, -2.284, -0.460], [1.030, -0.820, 1.947], [1.590, -2.339, -2.404], [2.748, 3.331, -0.693], [3.341, -0.003, -1.431], [-1.827, -1.107, 1.358], [-2.622, 0.234, 3.478], [-1.105, -4.481, 1.419], [-1.167, -1.312, 3.724], [-2.711, 0.518, 7.289], [-3.786, -2.777, -1.608], [-0.756, 6.818, 0.994], [3.972, -4.472, -0.252], [-1.229, 6.056, -0.956], [0.775, -3.005, -4.818], [4.342, 5.397, -2.857], [-6.343, 0.865, 0.269], [2.434, 3.372, -2.808], [-4.108, 1.788, 3.443], [-2.151, -3.677, 0.999], [-3.497, 1.266, 5.442], [-0.578, -6.220, 2.549], [-0.856, 3.563, 0.141], [6.279, -5.000, -0.945], [-3.474, 1.164, 4.062], [-1.835, -0.480, 5.608]], "mulliken_charge": [0.034, -0.183, 1.106, -0.244, 0.285, -1.018, -0.658, -0.119, -1.149, -0.259, -0.242, -1.261, 0.542, -0.720, 0.538, 0.534, 0.472, 0.194, -1.071, 0.232, 0.951, 0.419, -1.248, 0.535, -0.587, 0.272, 0.653, -0.358, 0.732, 0.691, 0.052, 0.282, 0.223, 0.794, -0.743, 1.719, 0.474, 0.536, 0.522, 0.893, -0.358, 0.793, -1.016, 0.776, 0.444, 0.459, -0.929, 0.471, 0.495, 0.273, 0.053, 0.449, 0.499, 0.662, 0.459, 0.468, 0.498, 0.260, 0.391, 0.508, 0.491, 0.285, 0.358, -0.974, -1.103, 1.856, -0.748, -0.859, -0.297, 0.583, -0.975, -0.847, 0.445, 0.565, -1.014, 0.153, 0.461, -0.466, -0.938, -1.388, 0.367, -0.197, 0.526, -1.209, 1.008, -0.915, -0.691, 0.395, 0.757, -1.368, 0.517, 0.623, 0.522, 0.376, -0.402, -0.028, 0.468, 3.446, -0.071, -0.905, -1.710, 0.034, -1.333, 0.572, -0.081, 0.133, 0.201, -0.765, 0.430, 0.480, -0.634, 0.507, 0.383, -0.801, -1.223, -0.516, -0.776, 0.157, 0.578, 0.109, -0.755, 0.476, 0.343, 0.407, -0.591, -0.914]}



| no. | E (eV) |
| --- | --- |
| 1 | -114571.3401 |
| 2 | -96095.6468 |
| 3 | -136042.3642 |